{
  "formula": "C4H11NO3",
  "method": "the ωB97M-V functional and the def2-TZVPD basis",
  "e_tot_ha": -438.965358,
  "homo_energy_ev": -8.71,
  "lumo_ev": -4.2,
  "spin_multiplicity": 1,
  "gap_ev": 4.4709,
  "species": ["H", "H", "C", "C", "H", "H", "H", "O", "N", "H", "H", "O", "H", "C", "H", "H", "O", "C", "H"],
  "positions_angstrom": [[1.6494, 0.8743, 1.5995], [-0.5336, -2.9241, 0.1090], [-0.6475, -0.5456, 0.5833], [0.3911, 0.4472, -0.1006], [1.6757, 1.8879, 0.0242], [-0.0833, 0.9618, -0.9948], [-2.0932, -0.1357, 2.0495], [1.5024, -0.3454, -0.6869], [-1.1316, -0.2322, 2.0521], [0.8551, 2.4616, -2.7239], [-0.0148, -0.9824, 1.4789], [0.6891, 2.2597, -1.7828], [-1.6317, -0.1484, 0.3610], [1.0810, 1.4171, 0.8521], [0.3002, 2.1601, 1.1993], [-1.9888, -2.3683, -0.5498], [-0.2040, -1.8395, -1.6274], [-0.9572, -2.0072, -0.4621], [1.1417, -0.9408, -1.3806]],
  "forces_ev_per_a": [[0.0, 0.3, 0.2], [0.1, 1.9, 0.1], [-2.1, 1.6, 1.4], [4.6, -2.6, -0.3], [0.1, 0.1, 1.3], [-0.5, 0.6, -0.9], [-2.7, -0.3, -0.4], [-1.5, 1.8, 1.6], [4.7, 0.0, 0.1], [-0.5, -0.7, 0.3], [-1.3, -0.2, -0.5], [0.0, 0.3, 0.4], [-0.1, -1.0, -1.2], [-1.6, 0.6, -2.3], [1.1, -0.9, 0.1], [-0.5, 1.7, -0.3], [-3.5, -0.2, 3.7], [4.0, -3.4, -3.6], [-0.4, 0.2, 0.3]]
}

=====

{
  "formula": "C4H11NO3",
  "method": "the ωB97M-V functional and the def2-TZVPD basis",
  "e_tot_ha": -439.321928,
  "homo_energy_ev": -9.61,
  "smiles": "NC(CO)(CO)CO",
  "lumo_ev": 0.4,
  "spin_multiplicity": 1,
  "gap_ev": 10.0367,
  "species": ["C", "H", "C", "N", "H", "O", "H", "H", "O", "O", "H", "H", "H", "C", "H", "H", "C", "H", "H"],
  "positions_angstrom": [[0.9628, 1.1995, -1.1030], [-0.0093, -2.1093, 0.4469], [0.1732, 0.3203, -0.0378], [1.1666, -0.3317, 0.8683], [0.7256, -0.3407, 1.7690], [-1.1990, 0.0289, 1.8676], [-1.0811, -0.9261, 1.3484], [-0.2989, 1.8488, 1.4340], [-1.1000, -1.8399, 0.3074], [1.5615, 0.4181, -2.1114], [0.1051, 1.9253, -1.5366], [-0.6096, -1.4088, -1.6809], [-1.7142, 1.5980, 0.2505], [-0.8138, -0.8007, -0.7550], [1.7972, 0.5979, 0.9699], [2.6126, 0.2872, -1.6582], [-0.8926, 1.0176, 0.7984], [1.5396, 1.8632, -0.4957], [-1.9110, -0.2903, -0.8497]],
  "forces_ev_per_a": [[-5.1, 0.2, 0.1], [-4.3, 0.5, -0.2], [-1.2, -1.5, -2.4], [1.8, 3.7, -1.3], [-0.3, -0.2, 0.7], [-0.5, 0.2, -2.2], [-1.3, 2.2, 1.4], [-1.3, -1.2, -1.4], [5.8, -0.8, -1.2], [5.3, 0.3, 2.9], [2.0, -1.6, 0.3], [0.4, 1.2, 0.8], [0.8, -1.5, 0.7], [-2.6, 0.3, 0.7], [-1.0, -3.2, 0.2], [-4.6, 0.2, -2.4], [2.1, 2.0, 3.5], [1.2, 0.4, 0.0], [2.8, -1.1, -0.2]]
}

=====

{
  "formula": "C4H11NO4P",
  "method": "the ωB97M-V functional and the def2-TZVPD basis",
  "e_tot_ha": -856.183025,
  "homo_energy_ev": -4.65,
  "lumo_ev": 3.6,
  "spin_multiplicity": 1,
  "total_charge": -1,
  "gap_ev": 8.2613,
  "species": ["O", "H", "H", "C", "H", "H", "O", "C", "H", "H", "H", "O", "H", "N", "H", "O", "C", "P", "H", "C", "H"],
  "positions_angstrom": [[0.2699, -2.6413, -0.3746], [1.7198, -0.3709, 1.8877], [1.8744, 1.0338, -1.2825], [1.2261, 0.1918, -1.3529], [-3.7106, -0.2865, -0.8501], [-3.2450, -0.2635, 0.8282], [-3.0748, 1.6032, -0.0534], [0.3935, 1.2832, 0.4479], [0.2608, 1.2624, 1.4940], [2.2778, -1.5683, 0.6622], [0.3195, 0.3693, -1.9096], [-1.4411, -0.7702, -1.0002], [1.1619, 1.9862, 0.1851], [0.8620, -0.0362, 0.0352], [1.5638, -0.7017, -1.8568], [-1.0283, -1.2105, 1.4962], [-3.3252, 0.3854, -0.0701], [-0.6140, -1.4690, 0.0722], [2.9553, 0.1171, 0.8519], [2.0148, -0.5028, 0.7964], [-0.4607, 1.5885, -0.0065]],
  "forces_ev_per_a": [[-1.4, 1.5, 0.9], [0.0, -0.7, -1.1], [1.0, 0.5, -1.0], [-0.7, -1.1, -0.7], [-0.1, 1.1, -0.9], [0.4, 0.7, 0.2], [-0.9, -2.6, -0.5], [2.4, -1.0, 1.6], [-0.3, 0.1, 1.3], [-0.5, 0.7, -0.4], [-0.4, 0.7, 0.0], [0.1, -0.8, 0.6], [0.6, 0.7, 0.1], [0.4, -0.4, -0.9], [0.9, -0.3, 0.3], [0.3, -0.8, -0.6], [0.7, 1.0, 1.2], [0.8, 0.0, -0.7], [-0.8, -0.1, -1.2], [0.5, 0.4, 3.3], [-2.7, 0.3, -1.5]]
}

=====

{
  "formula": "C4H11NOS",
  "method": "the ωB97M-V functional and the def2-TZVPD basis",
  "e_tot_ha": -687.127219,
  "homo_energy_ev": -8.88,
  "smiles": "N[C@H](CO)CCS",
  "lumo_ev": 0.7,
  "spin_multiplicity": 1,
  "gap_ev": 9.6116,
  "species": ["N", "C", "H", "H", "H", "C", "H", "C", "H", "O", "H", "H", "C", "H", "H", "H", "S", "H"],
  "positions_angstrom": [[1.6398, 0.5552, -0.4309], [0.1716, -1.3435, -1.3318], [0.0245, 2.0031, 1.4153], [-1.2860, 1.1688, -0.8596], [1.6722, 0.8813, -1.3928], [-0.9913, 1.6121, 1.2005], [-0.2551, -0.7766, -2.1656], [0.3343, -0.1189, -0.2858], [-1.5847, -0.2386, 0.2996], [1.3848, -2.0405, -1.1391], [2.3124, -0.1911, -0.3186], [-0.5805, -1.9737, -0.8474], [-0.9710, 0.6048, 0.0141], [-0.4701, 0.3735, 3.1700], [-1.7397, 2.3592, 0.9039], [1.4887, -2.9101, -1.5265], [-1.6602, 0.7207, 2.6575], [0.5103, -0.6856, 0.6373]],
  "forces_ev_per_a": [[-1.6, 0.6, -0.5], [-1.0, 1.5, 3.6], [-0.9, 0.1, -0.2], [-0.5, -0.3, -0.4], [0.5, 0.2, 0.0], [0.1, -1.2, -0.5], [1.0, -1.1, -1.3], [1.2, -2.3, 1.5], [-0.9, 0.2, -0.5], [0.9, 0.6, -1.0], [0.2, 0.1, -0.2], [-0.5, 0.2, -0.6], [1.4, 0.8, -0.5], [-0.1, 0.0, 0.0], [0.5, 0.2, 0.6], [-0.6, 0.0, -0.4], [0.3, 0.5, 0.3], [-0.1, 0.0, 0.2]]
}

=====

{
  "formula": "C4H11NOS",
  "method": "the ωB97M-V functional and the def2-TZVPD basis",
  "e_tot_ha": -686.811128,
  "homo_energy_ev": [-14.21, -13.28],
  "lumo_ev": [-3.0, -8.5],
  "spin_multiplicity": 2,
  "s_squared": 0.758,
  "total_charge": 1,
  "gap_ev": [11.2140, 4.7585],
  "species": ["S", "H", "H", "H", "H", "C", "C", "H", "H", "H", "C", "N", "O", "H", "H", "C", "H", "H"],
  "positions_angstrom": [[-0.1587, 0.2094, -3.0269], [2.1900, -0.5280, 2.2641], [1.5399, 0.5015, -1.4987], [-2.4130, 0.4430, -1.1596], [0.7341, -1.1835, -0.9996], [-0.0166, 0.6685, -0.0857], [-1.3110, 0.0885, 0.3959], [-1.9273, 0.7638, 1.0208], [0.4071, -0.7978, 2.3055], [-0.1853, 1.7420, -0.2738], [1.2542, -0.6033, 1.6610], [1.0246, 0.7112, 0.9277], [-2.2244, -0.3160, -0.6038], [-1.1026, -0.7452, 1.0240], [-0.8869, -0.9521, -3.1326], [0.7012, -0.1121, -1.3229], [0.8914, 1.4626, 1.5726], [1.4835, -1.3524, 0.9321]],
  "forces_ev_per_a": [[0.2, -1.3, 2.1], [-0.9, 0.2, -0.3], [1.6, -0.2, 0.1], [-0.4, 0.3, -0.2], [0.5, 1.0, -0.9], [2.6, 2.0, -0.2], [-2.9, -0.6, 0.3], [1.1, 0.4, 0.0], [-0.1, -0.3, 0.1], [0.0, -0.4, -0.7], [1.9, 2.0, -0.2], [-2.0, -2.8, 0.5], [1.3, -0.4, -0.1], [-0.1, -1.0, 0.1], [0.4, 0.7, 0.2], [-3.3, 0.1, -0.9], [0.5, 0.9, 0.3], [-0.4, -0.6, -0.3]]
}

=====

{
  "formula": "C4H11NOS2",
  "method": "the ωB97M-V functional and the def2-TZVPD basis",
  "e_tot_ha": -1085.349242,
  "homo_energy_ev": -8.88,
  "smiles": "CSSC[C@@H](N)CO",
  "lumo_ev": 0.8,
  "spin_multiplicity": 1,
  "gap_ev": 9.7302,
  "species": ["H", "H", "O", "C", "H", "H", "C", "H", "H", "S", "H", "H", "H", "H", "H", "S", "C", "C", "N"],
  "positions_angstrom": [[-0.8887, 1.4952, 2.4659], [-0.5698, 1.0886, -3.6559], [-1.8177, -0.1845, 3.4604], [-0.3428, -0.4984, 1.5842], [0.9529, -1.7623, 2.5228], [0.5258, 2.3536, -2.9984], [0.4518, 1.3283, -3.3544], [1.5538, -1.2482, 1.0802], [-1.2520, 1.0517, 0.3640], [1.2496, 0.1541, -2.2774], [0.5058, 1.1137, 0.4425], [-2.3868, 0.4342, 3.9385], [-1.1944, -1.1761, 1.5463], [0.1188, 0.6188, 3.4948], [0.9652, 1.2602, -4.3240], [-0.2313, -0.6080, -1.1079], [-0.3547, 0.4419, 0.3657], [-0.7281, 0.4627, 2.8176], [0.9649, -1.0035, 1.8644]],
  "forces_ev_per_a": [[-0.8, -0.3, 0.0], [-0.1, -0.2, 0.7], [-0.4, 0.6, 0.2], [-0.4, 3.0, 1.5], [0.0, -0.2, 0.1], [-0.1, 0.0, 0.1], [-0.1, 0.4, -1.3], [-0.4, -0.1, -0.2], [-0.2, -0.1, -0.2], [0.0, -0.3, 0.3], [0.0, -0.1, -0.2], [0.4, -0.1, -0.1], [0.2, -0.5, -0.2], [0.1, -0.7, 0.0], [0.3, 0.2, 0.3], [0.0, 0.1, -0.3], [0.6, -0.7, 0.3], [0.4, -0.5, -0.6], [0.6, -0.3, -0.2]]
}

=====

{
  "formula": "C4H11NOSi",
  "method": "the ωB97M-V functional and the def2-TZVPD basis",
  "e_tot_ha": -578.416076,
  "homo_energy_ev": -8.73,
  "smiles": "C=N[C@@H](C)[SiH2]OC",
  "lumo_ev": 0.7,
  "spin_multiplicity": 1,
  "gap_ev": 9.4097,
  "species": ["C", "H", "C", "C", "H", "H", "H", "H", "H", "H", "O", "H", "C", "H", "Si", "N", "H", "H"],
  "positions_angstrom": [[0.0540, 2.4116, 0.2555], [-0.6106, 2.5428, 1.2547], [1.4843, -2.4687, 1.1156], [-0.1583, 1.0868, -0.4398], [-0.5837, -0.3147, -2.5910], [0.6985, 0.6617, -0.8970], [-1.7605, -1.3879, 0.1642], [1.3055, -3.3331, 0.4902], [2.5731, -2.2946, 0.9834], [1.1635, -2.6221, 2.1014], [0.8780, -1.3392, 0.4668], [1.0721, 2.3641, 0.8434], [-1.4087, 0.4210, -2.2501], [-2.3094, 0.3193, -2.8388], [-0.5244, -0.6512, 0.7793], [-1.2476, 1.1814, -1.3138], [0.0378, 3.4142, -0.2879], [-0.6635, 0.0087, 2.1640]],
  "forces_ev_per_a": [[1.4, 1.0, 4.5], [0.8, -0.3, -2.6], [1.4, 0.7, -2.8], [-1.2, -0.9, 1.7], [-0.9, 0.7, 0.5], [1.3, -0.1, -0.8], [1.0, 0.5, 0.8], [-0.4, -0.5, 0.1], [-0.6, -0.1, 0.8], [-0.3, -0.1, 1.5], [1.1, -1.3, 0.7], [-1.4, 0.2, -1.4], [1.3, -3.2, -3.1], [-0.3, 0.5, -0.1], [-1.5, 3.9, -1.2], [-1.6, 1.7, 1.7], [-0.1, -1.7, 0.2], [-0.1, -1.0, -0.5]]
}

=====

{
  "formula": "C4H11NP2",
  "method": "the ωB97M-V functional and the def2-TZVPD basis",
  "e_tot_ha": -896.308975,
  "homo_energy_ev": [-7.48, -7.52],
  "lumo_ev": [-1.1, -0.7],
  "spin_multiplicity": 1,
  "gap_ev": [6.4124, 6.7734],
  "species": ["H", "C", "H", "P", "H", "H", "H", "H", "C", "P", "C", "H", "N", "H", "H", "C", "H", "H"],
  "positions_angstrom": [[-1.3267, 1.5767, 0.5423], [-0.1759, 0.3703, -0.5639], [-0.3540, 2.1109, -1.9931], [1.3568, 0.2271, 1.7174], [1.2077, 1.1284, -1.7630], [0.8154, -1.3271, -0.2352], [-2.3362, 0.5156, -0.5699], [0.6739, -1.0083, -2.0352], [0.3961, 1.5796, -1.2495], [0.4498, -2.5826, 2.2443], [-1.3832, 0.5465, 0.1983], [-0.7759, -1.6978, -1.2372], [0.5433, -0.9341, 2.3956], [1.2249, -2.8366, 0.9982], [0.6184, 1.2873, 2.2407], [0.1154, -1.0247, -1.1053], [0.6689, 2.2880, -0.4746], [-1.7189, -0.2192, 0.8902]],
  "forces_ev_per_a": [[-0.7, -0.1, 0.8], [0.4, -1.1, -0.3], [1.3, -1.2, 1.3], [0.7, 1.0, -1.7], [1.2, 0.7, -0.8], [-1.2, -0.7, -1.9], [2.0, 0.3, 1.3], [0.2, 0.0, 0.0], [-1.9, -0.1, -0.3], [0.4, 1.6, -0.6], [-3.2, 0.7, -1.8], [0.8, 0.7, 0.5], [-0.9, -3.3, 0.7], [-0.2, 0.1, 0.8], [-0.2, 0.8, 0.2], [0.5, 0.3, 1.7], [0.3, 0.4, -0.2], [0.6, 0.1, 0.5]]
}

=====

{
  "formula": "C4H11NPS",
  "method": "the ωB97M-V functional and the def2-TZVPD basis",
  "e_tot_ha": -952.916011,
  "homo_energy_ev": -12.28,
  "lumo_ev": -5.1,
  "spin_multiplicity": 1,
  "total_charge": 1,
  "gap_ev": 7.2275,
  "species": ["C", "N", "H", "H", "H", "H", "H", "S", "H", "H", "C", "H", "C", "H", "H", "P", "H", "C"],
  "positions_angstrom": [[1.0968, -1.5322, 1.2808], [-0.7164, 0.9871, 2.6276], [-1.6884, 0.7793, 2.2643], [-1.4966, 0.6507, -1.3985], [-0.2943, 1.2910, 0.4040], [1.1356, -2.2109, 0.4302], [0.2299, -1.2076, -3.9794], [1.1774, 0.0629, 1.5800], [-0.5990, 0.5237, 3.4766], [1.4245, 1.6802, -0.1727], [0.4431, 0.1756, -1.1971], [1.2344, -1.9400, 2.2504], [0.6100, 0.9770, -0.0037], [-0.4444, 1.9409, 2.8585], [-1.8020, -1.5325, -3.4200], [-0.9180, -0.3675, -3.5823], [1.3460, -0.3164, -1.5722], [-0.7386, 0.0387, -1.8465]],
  "forces_ev_per_a": [[1.0, 1.6, 0.6], [-1.4, 0.4, -1.3], [1.4, 1.1, 0.8], [-1.0, -0.1, 0.0], [-1.3, 1.4, 0.2], [-0.8, 0.7, -0.2], [-0.6, 0.8, 0.9], [-0.1, -1.5, -1.9], [0.0, -1.3, 1.7], [-0.4, 0.6, 0.4], [-0.4, -1.8, -1.2], [0.4, -1.2, 0.6], [2.1, -1.0, 0.5], [-0.9, 0.2, -0.5], [0.5, 1.0, -0.2], [-0.6, -1.8, -1.0], [-0.2, 0.2, -0.1], [2.4, 0.7, 0.8]]
}

=====

{
  "formula": "C4H11NS",
  "method": "the ωB97M-V functional and the def2-TZVPD basis",
  "e_tot_ha": -611.733752,
  "homo_energy_ev": -7.31,
  "lumo_ev": -3.2,
  "spin_multiplicity": 1,
  "gap_ev": 4.1251,
  "species": ["C", "S", "H", "H", "H", "N", "C", "H", "C", "H", "H", "H", "H", "C", "H", "H", "H"],
  "positions_angstrom": [[-0.7711, -2.3719, -1.6358], [1.0395, 1.5954, 1.0459], [0.1848, -1.4742, 1.3498], [1.9119, 3.5454, -0.1189], [2.9528, 2.9769, 1.2365], [-0.2640, -2.4740, -0.3055], [1.9319, 3.1877, 0.9107], [-1.1263, 0.5509, -0.3171], [-0.2311, -1.2486, 0.3702], [-1.4023, 0.3641, 1.3709], [0.0673, -2.4252, -2.3501], [0.6467, -0.7250, -0.1314], [-1.2800, -1.4226, -1.8558], [-1.3411, -0.1916, 0.4424], [-2.3234, -0.5973, 0.1722], [1.4803, 3.8999, 1.6035], [-1.4760, -3.1899, -1.7873]],
  "forces_ev_per_a": [[-0.6, 0.6, 0.1], [-0.2, 0.0, 0.0], [0.0, 0.2, 0.2], [0.0, 0.2, 0.2], [0.0, 0.5, -0.2], [0.1, 2.0, -0.3], [0.5, -1.2, -0.1], [-0.1, 0.2, 0.0], [0.0, -1.8, 1.6], [0.2, -0.5, 0.2], [-0.1, -0.5, 0.2], [0.8, 0.8, -0.2], [0.0, -0.1, 0.1], [-0.8, 0.0, -1.6], [0.2, -0.2, 0.3], [-0.1, 0.0, -0.2], [0.2, -0.3, -0.3]]
}

=====

{
  "formula": "C4H11NS",
  "method": "the ωB97M-V functional and the def2-TZVPD basis",
  "e_tot_ha": -611.863123,
  "homo_energy_ev": -7.88,
  "smiles": "CCCS.C=N",
  "lumo_ev": 0.5,
  "spin_multiplicity": 1,
  "gap_ev": 8.3626,
  "species": ["H", "H", "C", "H", "S", "H", "N", "H", "H", "H", "H", "H", "H", "H", "C", "C", "C"],
  "positions_angstrom": [[1.3442, -2.2462, 1.5485], [-1.8568, 2.3170, 0.2024], [-2.1556, 0.2816, -0.4497], [-0.7955, -1.2617, 0.2244], [0.5223, 0.2365, -1.1501], [2.9766, 0.1148, 1.3020], [2.4399, -0.6355, 0.9065], [-2.8978, -0.5181, -0.3758], [-3.4383, 2.0201, -0.4733], [-3.0690, 1.4669, 1.1634], [-2.0471, 0.4542, -1.5221], [1.5121, -0.6094, -0.4361], [-0.4461, 0.2971, 0.9878], [2.9509, -1.8798, 2.4176], [-0.8048, -0.1914, 0.0883], [-2.6661, 1.5836, 0.1581], [2.2762, -1.6873, 1.5769]],
  "forces_ev_per_a": [[0.4, -0.7, -1.0], [0.0, 0.0, 0.0], [-0.1, 0.2, -0.1], [0.0, -0.3, 0.1], [0.4, -1.5, 0.5], [1.4, -0.2, -0.1], [-1.3, -0.5, 0.1], [0.0, 0.1, 0.2], [-0.2, 0.0, 0.1], [0.0, -0.1, 0.1], [0.0, -0.1, 0.0], [-1.3, 1.8, -1.2], [-0.5, 0.0, 0.4], [-0.3, -0.3, 0.2], [0.7, 0.4, -0.9], [0.1, 0.1, 0.0], [0.7, 1.1, 1.8]]
}

=====

{
  "formula": "C4H11NS",
  "method": "the ωB97M-V functional and the def2-TZVPD basis",
  "e_tot_ha": -611.808192,
  "homo_energy_ev": -8.78,
  "lumo_ev": -0.3,
  "spin_multiplicity": 1,
  "gap_ev": 8.4350,
  "species": ["H", "C", "H", "C", "H", "N", "H", "H", "H", "C", "S", "H", "H", "H", "H", "H", "C"],
  "positions_angstrom": [[2.1053, 2.4917, -0.3685], [-1.2153, -1.1541, 0.1009], [3.4194, 1.9355, 0.7643], [-2.0185, -0.0927, -0.6805], [2.6574, 0.8084, -0.2335], [1.0706, -0.4550, -1.2711], [3.6627, 2.0515, -0.8533], [-1.8826, -0.0440, 1.7756], [-1.2747, -1.4988, 2.2051], [2.9573, 1.8113, -0.1334], [0.5900, -1.4631, -0.3317], [-1.9665, 0.9441, -0.2071], [-1.6860, -2.1599, 0.2147], [-3.0564, -0.1324, -0.9868], [-0.2405, -0.0515, 1.9172], [-1.3464, -0.1348, -1.5823], [-1.0708, -0.6836, 1.5989]],
  "forces_ev_per_a": [[0.5, -0.5, 0.8], [-1.0, 0.0, 2.6], [0.8, 0.7, 2.8], [2.7, 0.9, -1.0], [-0.4, -1.1, -0.3], [0.6, 0.5, -0.9], [1.5, 0.2, -1.6], [-1.4, 0.9, 0.2], [0.4, -1.5, 1.6], [-2.3, 0.9, -1.6], [-1.4, -0.2, 0.2], [0.5, -1.4, -0.6], [0.2, 0.6, -0.6], [-0.1, -1.2, 0.2], [0.5, -0.6, -0.3], [-1.1, 1.1, 0.0], [0.0, 0.6, -1.3]]
}